C37H75Br2FNO14P3S2 | the ωB97M-V functional and the def2-TZVPD basis

Calculated values
Total charge = 0
SMILES = CCCCCCCCCCCCCCCC[C@@]1(C[C@@H](C)Br)[C@](ON=O)([PH2]=S)[C@@](Br)(CC(=O)F)COS1(=O)=O.CCOP(=O)(OCC)OCC.CCOP(=O)(OCC)OCC
Orbital gap = 8.40 eV
E_HOMO = -9.1 eV

Each line ends with the Mulliken charge.
Positions of all 135 atoms, in Å:
1 C 7.5939 -0.7161 2.7154  -1.314
2 C 6.1574 -0.6426 3.2520  -0.099
3 C 5.5980 0.7772 3.2742  -0.586
4 C 5.4569 1.3883 1.8519  -0.834
5 C 3.9783 1.5989 1.4755  0.514
6 C 3.4944 3.0544 1.6966  -1.196
7 C 2.3684 3.2144 2.7281  -1.020
8 C 1.2245 2.1993 2.5961  -0.039
9 C -0.1566 2.7907 2.8968  -0.609
10 C -1.0763 1.7052 3.4917  0.364
11 C -2.5680 1.8734 3.1124  -0.430
12 C -3.0932 0.5488 2.5515  -0.492
13 C -3.2397 -0.5303 3.6326  -0.865
14 C -2.9748 -1.9496 3.1233  -0.742
15 C -1.4545 -2.1650 2.9599  -0.234
16 C -1.1896 -3.5203 2.3098  -2.091
17 C 0.2624 -3.8262 1.8278  2.210
18 C 0.4263 -5.3672 2.1328  -2.944
19 C 0.8345 -5.7789 3.5560  -0.128
20 C 0.2710 -7.1839 3.8075  -1.480
21 Br 2.7525 -5.9387 3.8188  -0.091
22 C 0.4189 -3.5755 0.2522  0.137
23 O -0.1000 -2.2726 0.0353  -0.150
24 N -1.4308 -2.2526 -0.4914  0.057
25 O -1.9762 -1.2831 -0.1733  -0.275
26 P -0.5395 -4.9384 -0.6735  -0.094
27 S -0.9991 -4.6641 -2.5357  -0.315
28 C 1.9642 -3.5029 -0.1453  0.175
29 Br 2.4173 -4.7403 -1.6311  0.028
30 C 2.2802 -2.0997 -0.7086  0.478
31 C 3.6983 -1.9763 -1.2210  0.069
32 O 3.9818 -1.9741 -2.3640  -0.497
33 F 4.6678 -1.8541 -0.3025  -0.207
34 C 2.9306 -3.9572 0.9387  -1.399
35 O 2.8901 -3.2270 2.1711  -0.223
36 S 1.4647 -2.7767 2.6818  1.239
37 O 1.3305 -2.8907 4.0979  -0.742
38 O 1.3142 -1.4174 2.2520  -0.224
39 H 8.1958 0.0327 3.2283  0.327
40 H 7.9984 -1.7106 2.8963  0.400
41 H 7.6032 -0.5503 1.6400  0.335
42 H 6.1605 -1.0439 4.2685  0.410
43 H 5.5198 -1.3134 2.6686  -0.126
44 H 4.6219 0.7336 3.7568  0.342
45 H 6.2827 1.4139 3.8377  0.341
46 H 5.9098 0.6781 1.1577  0.290
47 H 6.0231 2.3137 1.7650  0.419
48 H 3.3796 0.8688 2.0189  -0.282
49 H 3.8554 1.3748 0.4136  0.295
50 H 4.3484 3.6263 2.0656  0.427
51 H 3.2306 3.5092 0.7410  0.363
52 H 1.9871 4.2346 2.6304  0.392
53 H 2.8285 3.1710 3.7176  0.342
54 H 1.3961 1.4287 3.3503  0.249
55 H 1.2690 1.7325 1.6118  0.216
56 H -0.0728 3.5839 3.6412  0.319
57 H -0.6079 3.1920 1.9890  0.207
58 H -0.9992 1.7050 4.5787  0.308
59 H -0.7293 0.7500 3.0927  -0.464
60 H -3.1849 2.2328 3.9349  0.458
61 H -2.6245 2.5884 2.2904  -0.195
62 H -2.3566 0.2189 1.8175  0.057
63 H -4.0579 0.6885 2.0625  0.498
64 H -2.6030 -0.3161 4.4932  0.383
65 H -4.2722 -0.5111 3.9900  0.463
66 H -3.5177 -2.1381 2.1954  0.388
67 H -3.3046 -2.6129 3.9284  0.390
68 H -1.1024 -1.3266 2.3640  -0.135
69 H -1.0399 -2.0799 3.9610  0.559
70 H -1.8950 -3.6289 1.4879  0.262
71 H -1.4693 -4.2708 3.0485  0.759
72 H 1.1021 -5.8686 1.4427  1.022
73 H -0.5537 -5.8132 1.9845  0.681
74 H 0.3713 -5.1464 4.3066  0.536
75 H -0.7936 -7.2372 3.5739  0.386
76 H 0.4274 -7.4985 4.8359  0.420
77 H 0.7786 -7.8988 3.1586  0.398
78 H -1.6992 -5.2059 0.0679  0.108
79 H 0.2325 -6.0955 -0.5395  0.192
80 H 2.1752 -1.3397 0.0674  0.058
81 H 1.6827 -1.8871 -1.5862  0.293
82 H 2.8429 -5.0162 1.1639  0.274
83 H 3.9425 -3.8525 0.5616  0.696
84 C 0.3102 -2.3363 -5.1230  -0.502
85 C -0.8640 -2.0355 -6.0347  -0.530
86 O -0.4731 -2.0607 -7.4135  -0.282
87 P -0.4473 -3.4642 -8.1992  1.040
88 O -1.8199 -4.0075 -8.2399  -0.749
89 O -0.2378 -2.9204 -9.7347  -0.358
90 C -0.8863 -3.5694 -10.8302  -0.245
91 C -1.9589 -2.6710 -11.4047  -1.299
92 O 1.1191 -3.7653 -7.9941  -0.266
93 C 1.8022 -4.6585 -8.8992  -0.232
94 C 2.8550 -3.8705 -9.6412  -1.158
95 H 0.6532 -3.3642 -5.2547  0.273
96 H 0.0283 -2.2001 -4.0784  -0.020
97 H 1.1518 -1.6826 -5.3546  0.347
98 H -1.6820 -2.7397 -5.8609  0.293
99 H -1.2425 -1.0329 -5.8385  0.336
100 H -1.3071 -4.5287 -10.5273  0.401
101 H -0.1200 -3.7684 -11.5857  0.324
102 H -2.7008 -2.4252 -10.6452  0.295
103 H -2.4614 -3.1522 -12.2454  0.387
104 H -1.5223 -1.7321 -11.7477  0.303
105 H 1.1058 -5.1364 -9.5901  0.264
106 H 2.2689 -5.4418 -8.3010  0.387
107 H 2.3980 -3.0811 -10.2363  0.264
108 H 3.4290 -4.5218 -10.3012  0.382
109 H 3.5360 -3.3915 -8.9373  0.338
110 C -2.8535 6.4637 -1.1188  -1.145
111 C -2.3106 6.0775 0.2446  -0.011
112 O -2.7367 6.9971 1.2560  -0.363
113 P -4.1684 6.7875 1.9648  1.087
114 O -4.1498 5.4984 2.6843  -0.657
115 O -3.9930 7.8772 3.1800  -0.344
116 C -4.5164 7.6042 4.4818  -0.246
117 C -3.3839 7.3812 5.4592  -1.236
118 O -4.9976 7.8034 1.0356  -0.327
119 C -6.2235 8.3862 1.5295  -0.226
120 C -6.0306 9.8799 1.6364  -1.144
121 H -3.9403 6.3640 -1.1487  0.258
122 H -2.4274 5.8277 -1.8956  0.424
123 H -2.6177 7.5041 -1.3415  0.273
124 H -2.6100 5.0595 0.5095  0.054
125 H -1.2216 6.1109 0.2354  0.334
126 H -5.1874 6.7447 4.4651  0.385
127 H -5.1046 8.4767 4.7821  0.329
128 H -2.7614 6.5449 5.1411  0.234
129 H -3.7674 7.1744 6.4597  0.388
130 H -2.7437 8.2632 5.5043  0.310
131 H -6.5121 7.9550 2.4894  0.261
132 H -7.0112 8.1576 0.8110  0.393
133 H -5.2404 10.1170 2.3474  0.261
134 H -6.9524 10.3644 1.9597  0.380
135 H -5.7328 10.2936 0.6726  0.329


C37H76Cl6O10 | the ωB97M-V functional and the def2-TZVPD basis

Calculated values
Total charge = 0
Orbital gap = 8.25 eV
E_HOMO = -8.0 eV

Each line ends with the Mulliken charge.
Positions of all 129 atoms, in Å:
1 C 1.6170 -1.2053 2.4348  -0.148
2 C 0.7343 -2.3342 1.9369  0.310
3 C 0.4253 -3.2337 3.1394  -0.315
4 O 1.0774 -2.5802 4.2586  -0.496
5 C 2.1356 -1.8119 3.7701  -1.064
6 H 1.0028 -0.3687 2.7682  -1.406
7 H 2.4285 -0.8971 1.7755  0.687
8 H 1.2359 -2.8715 1.1320  0.283
9 H -0.1205 -1.8869 1.4296  -0.960
10 H 0.8508 -4.2016 2.8742  0.560
11 H -0.6361 -3.3770 3.3421  0.235
12 H 3.0633 -2.3769 3.6805  0.242
13 H 2.4387 -1.0288 4.4651  0.782
14 C 3.3555 1.3184 -0.6092  -0.812
15 C 4.0283 2.6228 -0.9299  -1.435
16 C 2.8527 3.4223 -1.4865  -0.314
17 O 1.6316 2.9577 -0.8462  -0.201
18 C 1.8427 1.5599 -0.4253  0.539
19 H 3.8492 0.9919 0.3061  0.363
20 H 3.4877 0.4836 -1.2974  0.320
21 H 4.9868 2.6150 -1.4489  0.354
22 H 4.2411 3.1190 0.0170  0.438
23 H 2.6799 3.3869 -2.5622  0.289
24 H 2.9555 4.4971 -1.3371  0.719
25 H 1.3251 0.8514 -1.0720  1.058
26 H 1.6579 1.4548 0.6438  0.088
27 C -2.2414 -1.0298 1.9459  2.072
28 C -3.2999 -0.1646 2.5946  -0.339
29 C -3.8898 -1.0126 3.6833  -0.971
30 O -2.9478 -2.0836 3.8716  -0.590
31 C -1.7925 -1.9798 3.0463  0.506
32 H -1.4273 -0.5223 1.4286  0.413
33 H -2.7474 -1.6321 1.1913  -0.493
34 H -4.0720 0.1226 1.8808  -0.018
35 H -2.9369 0.7687 3.0252  0.164
36 H -4.8177 -1.4910 3.3700  0.320
37 H -3.9475 -0.3898 4.5760  0.290
38 H -1.6009 -2.9588 2.6069  -0.206
39 H -0.8584 -1.6395 3.4934  -0.004
40 C 1.4698 1.3793 2.3535  0.075
41 C 0.7540 1.9511 3.5594  -0.494
42 C 1.1249 0.9698 4.6429  -0.698
43 O 2.4999 0.7181 4.3367  -0.582
44 C 2.7602 0.8331 2.9236  -0.010
45 H 1.5924 2.1972 1.6435  0.327
46 H 0.9015 0.5679 1.8989  0.050
47 H -0.3171 2.1000 3.4227  -0.111
48 H 1.0836 2.9481 3.8515  0.593
49 H 0.5589 0.0383 4.6374  0.220
50 H 1.1194 1.5426 5.5702  0.515
51 H 2.9560 -0.1306 2.4535  0.358
52 H 3.5860 1.5379 2.8267  0.308
53 C -2.5834 1.9731 1.7111  0.055
54 C -2.3775 3.3003 2.3980  -1.273
55 C -3.1950 4.2478 1.5194  -0.899
56 O -2.8396 3.7862 0.1631  -0.576
57 C -2.7243 2.3402 0.1997  0.705
58 H -3.4834 1.4779 2.0755  0.502
59 H -1.7115 1.3709 1.9663  -0.309
60 H -1.3241 3.5806 2.3933  0.502
61 H -2.6885 3.4328 3.4343  0.457
62 H -2.9530 5.2982 1.6810  0.489
63 H -4.2581 4.2663 1.7595  0.305
64 H -1.8573 1.9340 -0.3214  -2.187
65 H -3.5193 1.8374 -0.3511  -0.366
66 C 2.0301 -4.6016 -1.5232  -1.209
67 C 1.6148 -4.1145 -2.9515  -0.986
68 C 0.8400 -2.9053 -2.6834  0.035
69 O 0.0997 -3.1425 -1.4824  0.120
70 C 0.7557 -4.1585 -0.6845  0.431
71 H 2.8915 -4.0213 -1.1927  0.347
72 H 2.2887 -5.6591 -1.4675  0.501
73 H 0.9023 -4.8374 -3.3489  0.462
74 H 2.4126 -4.0317 -3.6895  0.341
75 H 0.3506 -2.6871 -3.6325  0.238
76 H 1.5135 -2.0526 -2.5975  0.710
77 H 0.0457 -4.9638 -0.4963  1.001
78 H 1.0932 -3.7267 0.2577  -0.933
79 C 2.1502 -0.3332 -3.2175  0.235
80 C 2.5988 -0.4525 -4.6730  -1.256
81 C 1.7290 0.5474 -5.4295  -0.554
82 O 1.4624 1.4636 -4.3802  -0.408
83 C 1.9948 1.1741 -3.0902  -0.185
84 H 2.9112 -0.5734 -2.4751  0.850
85 H 1.2454 -0.8622 -2.9183  -0.295
86 H 2.4525 -1.4643 -5.0509  0.302
87 H 3.6244 -0.1156 -4.8234  0.350
88 H 0.7654 0.1137 -5.6966  0.290
89 H 2.2902 0.9684 -6.2637  0.405
90 H 1.2328 1.4742 -2.3709  -1.947
91 H 2.9541 1.6736 -2.9555  0.533
92 C -0.8579 -1.2042 -0.6808  0.054
93 C -1.2224 0.2083 -0.3814  -1.162
94 C -0.0163 0.6155 0.4579  0.452
95 O 1.1676 -0.1145 -0.0289  -0.652
96 C 0.7029 -1.1892 -0.8289  -0.022
97 H -1.3366 -1.6117 -1.5714  2.093
98 H -1.0252 -1.9146 0.1288  0.782
99 H -2.1529 0.2306 0.1859  -0.317
100 H -1.2805 0.8187 -1.2826  0.225
101 H -0.2362 0.5759 1.5248  0.299
102 H 0.2433 1.6712 0.3795  -0.087
103 H 1.0049 -2.1544 -0.4223  -0.815
104 H 0.9644 -1.0948 -1.8828  -2.390
105 C -0.0347 2.7163 -2.7166  0.029
106 C -0.7986 3.0240 -1.4327  0.746
107 O -0.9962 4.4408 -1.3798  -0.642
108 O 1.2288 3.2988 -2.6690  -0.703
109 H -0.6413 3.0732 -3.5489  0.768
110 H -0.0492 1.6292 -2.7947  -0.559
111 H -0.1677 2.7326 -0.5930  0.983
112 H -1.7356 2.4689 -1.3874  -0.116
113 H -0.1957 4.9527 -1.5169  0.496
114 H 1.6885 3.0569 -1.8617  0.474
115 C -1.7931 -3.8184 -0.5257  0.120
116 Cl -1.4336 -3.2373 1.1185  0.173
117 Cl -3.4938 -4.1721 -0.8433  -0.200
118 H -1.4813 -3.0041 -1.1798  0.052
119 H -1.1523 -4.6361 -0.8553  0.267
120 C -4.4343 -1.2028 -0.5656  -0.265
121 Cl -4.6687 0.5416 -0.1063  -0.286
122 Cl -2.9493 -1.2507 -1.5412  0.186
123 H -4.5603 -1.8784 0.2805  0.363
124 H -5.2690 -1.3406 -1.2529  0.668
125 C -2.1230 0.5605 -3.2454  0.626
126 Cl -0.3766 -0.0116 -3.4242  0.434
127 Cl -3.2302 -0.0672 -4.5178  -0.188
128 H -2.5489 0.3377 -2.2671  -0.775
129 H -2.1306 1.6448 -3.3571  0.293


C37H77O15PS6Si | the ωB97M-V functional and the def2-TZVPD basis

Calculated values
Total charge = 0
SMILES = COCCCCCCCCCCC[C@H](OC(=O)P(O)(O)=S)[Si](C)(C)C.O=S1(=O)CCCC1.O=S1(=O)CCCC1.O=S1(=O)CCCC1.O=S1(=O)CCCC1.O=S1(=O)CCCC1
Orbital gap = 7.72 eV
E_HOMO = -9.3 eV

Each line ends with the Mulliken charge.
Positions of all 137 atoms, in Å:
1 C 4.6845 2.7156 3.5913  -0.459
2 O 5.3047 1.5123 2.9721  -0.420
3 C 4.1660 0.7436 2.4267  -0.277
4 C 3.5745 -0.3280 3.5222  -0.336
5 C 2.8855 -1.5607 2.6433  0.815
6 C 3.5149 -3.0055 3.1611  -0.693
7 C 2.2397 -4.0792 3.1806  0.282
8 C 1.3189 -3.6866 4.5188  -0.363
9 C -0.1758 -4.3219 4.2188  -0.698
10 C -1.3549 -3.1769 4.2149  -0.338
11 C -1.9178 -2.7687 2.7317  -0.810
12 C -1.1711 -1.4918 2.0257  0.223
13 C -0.9147 -0.2039 3.0066  0.017
14 C -2.2646 0.2369 3.8910  0.237
15 O -3.5303 -0.0258 3.2123  -0.281
16 C -3.9384 1.0076 2.2654  0.236
17 O -5.0103 1.7686 2.6271  -0.463
18 P -3.2218 1.3686 0.5356  0.794
19 O -1.5761 1.9225 0.5004  -0.317
20 O -3.4863 -0.0170 -0.5445  -0.447
21 S -4.2935 2.8275 -0.2799  -0.334
22 Si -2.0392 1.9969 4.6320  0.351
23 C -0.4523 1.8976 5.7813  -0.947
24 C -3.5131 2.4543 5.8340  -0.976
25 C -1.6888 3.3936 3.3580  -0.688
26 H 4.0052 3.3062 2.8242  0.188
27 H 4.0859 2.3697 4.5444  0.211
28 H 5.5487 3.4649 3.9094  0.248
29 H 3.2811 1.4046 2.0398  0.117
30 H 4.5888 0.1438 1.4934  0.287
31 H 2.7330 0.1694 4.2053  0.073
32 H 4.4218 -0.7174 4.2343  0.250
33 H 1.7316 -1.4989 2.8372  -0.994
34 H 3.0971 -1.4577 1.4819  0.434
35 H 3.8923 -2.8521 4.2794  0.266
36 H 4.3650 -3.3867 2.4492  0.126
37 H 1.5444 -3.9423 2.2307  0.369
38 H 2.6151 -5.1969 3.2488  -0.679
39 H 1.2367 -2.5301 4.6939  0.080
40 H 1.8244 -4.1315 5.4975  0.368
41 H -0.1921 -4.9666 3.2162  0.300
42 H -0.4127 -5.0365 5.1428  0.300
43 H -2.2751 -3.6546 4.8062  0.305
44 H -0.9807 -2.2854 4.8734  0.058
45 H -1.7297 -3.7109 2.0247  0.410
46 H -3.0850 -2.6002 2.7401  0.211
47 H -1.8075 -1.1747 1.0831  -0.245
48 H -0.1032 -1.7979 1.5891  0.362
49 H -0.1314 -0.5710 3.8299  -0.103
50 H -0.3964 0.7188 2.4857  0.105
51 H -2.2391 -0.5065 4.8269  0.166
52 H -1.0055 1.0821 0.4168  0.218
53 H -4.0544 -0.6646 -0.0294  0.309
54 H -0.1574 0.7459 5.8796  0.187
55 H 0.4831 2.4225 5.3004  0.219
56 H -0.6896 2.2658 6.8808  0.325
57 H -3.7027 1.5143 6.5290  0.262
58 H -4.4644 2.7856 5.2302  0.261
59 H -3.0851 3.3190 6.5246  0.270
60 H -2.5672 3.4243 2.5835  0.136
61 H -0.7112 3.0651 2.7583  0.087
62 H -1.4759 4.4064 3.9040  0.449
63 O -0.0220 0.5165 -3.5407  -0.549
64 S -0.2155 -0.9072 -3.7194  1.143
65 O 0.8747 -1.8568 -3.6185  -0.717
66 C -1.5378 -1.4360 -2.6482  -0.134
67 C -2.7959 -1.2453 -3.4822  -0.238
68 C -2.4482 -1.7571 -4.8793  -0.848
69 C -1.0872 -1.1739 -5.2558  -0.731
70 H -1.5361 -0.8434 -1.7317  -0.271
71 H -1.3768 -2.4926 -2.4143  0.351
72 H -3.6475 -1.7816 -3.0535  0.444
73 H -3.0556 -0.1811 -3.5324  0.075
74 H -2.3883 -2.8521 -4.8620  0.476
75 H -3.2123 -1.4818 -5.6129  0.237
76 H -0.5147 -1.8615 -5.8836  0.457
77 H -1.1908 -0.2085 -5.7588  0.316
78 O 3.5917 3.4776 -8.3124  -0.662
79 S 3.9678 2.5615 -7.2562  1.161
80 O 5.0291 1.5876 -7.4158  -0.678
81 C 4.2709 3.5028 -5.7738  -0.720
82 C 2.9099 3.5897 -5.0992  -0.695
83 C 2.2951 2.1967 -5.2261  -0.219
84 C 2.4962 1.7363 -6.6689  -0.719
85 H 4.6868 4.4789 -6.0293  0.415
86 H 4.9798 2.9400 -5.1592  0.359
87 H 2.9984 3.9009 -4.0543  0.357
88 H 2.2792 4.3209 -5.6187  0.306
89 H 2.8084 1.5080 -4.5441  0.257
90 H 1.2345 2.1963 -4.9557  0.114
91 H 2.6377 0.6542 -6.7298  0.332
92 H 1.6606 2.0393 -7.3058  0.409
93 O 2.9362 -7.1641 2.6923  -0.716
94 S 4.1707 -7.0135 3.4336  1.279
95 O 4.2847 -6.1335 4.5795  -0.668
96 C 4.7540 -8.6333 3.8939  -0.792
97 C 5.6124 -9.0718 2.7168  -0.547
98 C 6.4359 -7.8458 2.3253  -0.740
99 C 5.4857 -6.6503 2.2802  -0.549
100 H 3.9075 -9.2967 4.0790  0.401
101 H 5.3552 -8.5269 4.8018  0.341
102 H 6.2490 -9.9220 2.9784  0.354
103 H 4.9739 -9.3717 1.8773  0.284
104 H 7.2123 -7.6716 3.0802  0.302
105 H 6.9392 -7.9866 1.3636  0.343
106 H 5.9869 -5.7265 2.5800  0.338
107 H 5.0424 -6.5286 1.2881  0.390
108 O -4.5220 3.2760 -5.3883  -0.696
109 S -4.7155 1.8524 -5.5670  0.956
110 O -3.6253 0.9028 -5.4661  -0.490
111 C -6.0378 1.3236 -4.4957  -0.508
112 C -7.2959 1.5143 -5.3298  -0.639
113 C -6.9482 1.0024 -6.7269  -0.612
114 C -5.5872 1.5856 -7.1034  -0.645
115 H -6.0361 1.9161 -3.5793  0.382
116 H -5.8768 0.2670 -4.2619  0.268
117 H -8.1475 0.9780 -4.9011  0.342
118 H -7.5556 2.5785 -5.3800  0.314
119 H -6.8883 -0.0926 -6.7096  0.291
120 H -7.7123 1.2777 -7.4605  0.321
121 H -5.0147 0.8981 -7.7312  0.331
122 H -5.6908 2.5510 -7.6063  0.363
123 O -0.2474 7.5150 1.0712  -0.687
124 S 0.2241 6.6828 -0.0157  1.222
125 O 1.6333 6.4410 -0.2523  -0.693
126 C -0.6213 5.1162 0.0651  0.008
127 C -1.8843 5.3281 -0.7563  -0.181
128 C -1.4457 6.1034 -1.9978  -0.687
129 C -0.5392 7.2413 -1.5314  -0.713
130 H -0.8240 4.8540 1.1049  -0.202
131 H 0.0255 4.3629 -0.3945  0.321
132 H -2.3581 4.3774 -1.0176  -0.147
133 H -2.6081 5.9224 -0.1859  0.331
134 H -0.8869 5.4366 -2.6656  0.239
135 H -2.3033 6.4868 -2.5594  0.378
136 H 0.2368 7.4650 -2.2678  0.384
137 H -1.1133 8.1449 -1.3088  0.355


no.,LUMO energy (eV)
1,-0.69
2,0.27
3,-1.62